Density functional theory data (the ωB97M-V functional and the def2-TZVPD basis) for a cluster of 5 separate species, C26H53BClO19P in total.

Atoms and positions in Å:
O  2.6910  0.7385  2.8690
C  2.7239  0.4388  1.5623
O  3.0943  1.3752  0.4775
C  2.2990  2.6153  0.5316
C  1.3309  2.8318  -0.8151
C  0.6893  1.3686  -1.1493
C  -0.4886  1.3220  -2.2682
C  -0.7851  2.6961  -3.0931
O  -1.3548  3.8047  -2.2746
C  -2.8119  3.5973  -2.0754
C  -3.2874  4.5176  -0.7900
O  -4.7256  4.8591  -0.7940
C  -5.5638  3.6722  -1.0222
C  -5.2490  2.4094  -0.0004
B  -6.7401  1.6934  0.2787
O  -7.1528  0.5113  -0.5394
O  -7.6973  2.2156  1.2843
P  0.6903  3.2818  -4.2134
O  0.8683  2.1587  -5.5580
Cl  -0.0032  5.1990  -4.9439
H  2.4858  -0.6712  1.2655
H  1.5355  2.5989  1.4485
H  2.9578  3.5885  0.7015
H  0.5679  3.6663  -0.5143
H  2.0799  3.1508  -1.6755
H  0.2141  0.9680  -0.1299
H  1.5236  0.5847  -1.4629
H  -0.2109  0.4905  -3.0781
H  -1.4772  0.9116  -1.7465
H  -1.6487  2.4333  -3.8756
H  -3.3774  3.8535  -3.0802
H  -2.9975  2.4787  -1.7851
H  -2.9182  4.0465  0.2339
H  -2.7009  5.5515  -0.8911
H  -6.6840  4.0022  -0.7788
H  -5.5966  3.3137  -2.1555
H  -4.7461  2.7233  1.0090
H  -4.5829  1.5879  -0.5509
H  -6.7214  0.6968  -1.4438
H  -7.5108  3.2026  1.3172
H  0.6182  1.2586  -5.1469
C  -3.7697  7.1148  5.7441
C  -4.6229  6.0656  5.0538
O  -5.4712  6.6680  4.0689
C  -4.8750  6.9716  2.8884
O  -3.7061  6.7691  2.6010
O  -5.7984  7.5644  2.0911
C  -5.2789  8.0138  0.8416
H  -4.3959  7.9186  6.1446
H  -3.1947  6.6709  6.5611
H  -3.0687  7.5788  5.0426
H  -5.2798  5.5901  5.7904
H  -4.0099  5.2727  4.6100
H  -4.7530  7.2102  0.3162
H  -4.6161  8.8701  1.0010
H  -6.1191  8.3370  0.2208
C  5.5637  -5.7957  -0.0185
C  6.8982  -5.0740  -0.0792
O  6.7175  -3.6594  0.0582
C  6.5247  -3.2134  1.3251
O  6.5032  -3.9012  2.3332
O  6.3334  -1.8715  1.2741
C  6.0333  -1.2828  2.5376
H  4.8643  -5.3752  -0.7482
H  5.6904  -6.8626  -0.2207
H  5.0986  -5.6852  0.9665
H  7.3570  -5.2415  -1.0599
H  7.5990  -5.4538  0.6731
H  6.7807  -1.5523  3.2906
H  5.0323  -1.5858  2.8605
H  6.0442  -0.1960  2.4171
C  -5.8784  -2.0363  -4.0649
C  -6.0602  -0.7691  -4.8812
O  -4.8326  -0.0347  -4.9599
C  -3.9303  -0.4962  -5.8621
O  -4.0799  -1.4563  -6.6009
O  -2.8208  0.2799  -5.7820
C  -1.7533  -0.1504  -6.6238
H  -5.4479  -1.8055  -3.0852
H  -6.8348  -2.5463  -3.9222
H  -5.1894  -2.7294  -4.5585
H  -6.7880  -0.1184  -4.3839
H  -6.4522  -0.9844  -5.8819
H  -2.0855  -0.2682  -7.6602
H  -1.3343  -1.0872  -6.2432
H  -0.9718  0.6140  -6.5989
C  7.1681  -11.5517  3.8164
C  8.4241  -10.7228  3.6143
O  8.1102  -9.4649  3.0045
C  7.6097  -8.5183  3.8379
O  7.4193  -8.6449  5.0369
O  7.3325  -7.4136  3.1013
C  6.7176  -6.3635  3.8446
H  6.6164  -11.6515  2.8760
H  7.4172  -12.5483  4.1904
H  6.4905  -11.0751  4.5323
H  9.0990  -11.2479  2.9293
H  8.9689  -10.5769  4.5540
H  7.2992  -6.1137  4.7377
H  5.6962  -6.6488  4.1156
H  6.6717  -5.4771  3.2060

Cartesian forces, eV/Å:
O 0.1 -1.5 -8.6
C 0.5 2.0 5.4
O -2.1 -1.5 2.9
C -2.0 2.0 0.7
C 2.0 -1.1 0.6
C -0.3 -0.3 0.7
C 0.0 -0.6 -0.3
C -3.0 -0.9 -1.0
O -0.5 -1.7 -0.5
C -0.3 -0.3 0.5
C 1.5 1.0 -0.6
O 1.0 -2.4 -0.5
C -1.3 -0.3 0.7
C -0.3 -0.7 -0.8
B -1.3 -0.8 0.2
O 1.7 3.6 0.0
O 2.6 0.4 -2.8
P 1.3 0.4 0.1
O -1.9 -0.4 2.8
Cl -0.1 -1.7 0.1
H 0.7 2.3 0.0
H 1.9 -0.2 -1.8
H -1.0 -2.4 -0.5
H 1.4 -1.7 -0.9
H -1.9 -0.4 1.6
H 1.1 0.8 -2.1
H -1.6 1.9 0.8
H -0.6 1.7 1.6
H 2.0 1.1 -1.3
H 1.7 0.2 1.5
H 1.0 -0.4 2.1
H 0.3 2.0 -0.8
H -1.0 0.7 -2.2
H -1.4 -2.2 0.2
H 2.5 -0.3 -0.6
H 0.4 0.8 2.3
H -1.0 -0.4 -2.0
H -1.2 1.9 1.3
H -0.8 -0.8 2.1
H -0.3 -1.8 0.4
H 0.5 1.8 -1.1
C 0.1 0.3 -0.2
C 0.4 -0.2 0.5
O 0.2 0.1 -1.1
C 0.4 0.1 0.0
O -1.6 0.2 0.3
O 0.6 -0.6 0.8
C 0.2 0.2 -0.6
H 0.0 -0.2 0.1
H -0.1 0.0 -0.1
H -0.1 -0.2 0.1
H -0.1 0.2 -0.3
H -0.1 0.3 -0.1
H 0.0 0.2 0.2
H 0.0 -0.2 0.0
H 0.0 -0.1 0.4
C -0.2 0.1 0.2
C 0.0 -0.8 -0.1
O 0.0 0.7 1.2
C -0.2 -0.1 -0.2
O 0.0 1.5 -1.5
O 0.3 -1.2 -0.1
C -0.1 0.4 0.5
H 0.2 -0.1 0.0
H 0.0 0.1 0.0
H 0.2 -0.1 -0.1
H -0.1 0.4 0.2
H -0.2 0.2 0.0
H -0.2 -0.1 -0.2
H 0.2 0.0 0.1
H 0.0 -0.3 -0.3
C 0.3 -0.2 0.0
C -0.6 -0.5 0.1
O 0.8 0.0 -0.8
C -0.2 -0.6 -0.2
O 0.2 1.5 1.0
O -0.9 -0.4 0.1
C 0.5 -0.1 -0.3
H -0.2 0.0 -0.1
H 0.1 0.1 0.0
H -0.2 0.1 0.0
H 0.4 0.1 -0.1
H 0.3 0.0 0.1
H 0.0 -0.1 0.3
H -0.2 0.0 -0.2
H -0.4 0.0 0.1
C -0.3 0.1 0.1
C 0.0 -0.6 0.2
O -0.1 0.8 0.5
C -0.3 0.0 0.4
O 0.3 0.2 -1.6
O 0.5 -1.2 0.5
C -0.3 0.7 0.2
H 0.2 -0.1 0.0
H 0.0 0.1 -0.1
H 0.2 -0.1 0.0
H -0.1 0.4 -0.1
H -0.2 0.2 -0.1
H -0.2 -0.2 -0.1
H 0.2 -0.1 0.2
H 0.2 -0.8 0.2

Calculated values
SMILES = O=COCCCC[C@@H](OCCOCCB(O)O)P(O)Cl.CCOC(=O)OC.CCOC(=O)OC.CCOC(=O)OC.CCOC(=O)OC
Orbital gap = 9.0353 eV
E = -3278.33249 Ha